{"formula": "C84H70F14", "method": "ωB97M-V/def2-TZVPD", "total_energy_ev": -126282.10270, "largest_force_ev_per_a": 3.52, "lumo_ev": 0.03, "de_lowest_kj_mol": 558.5, "species": ["F", "C", "C", "C", "C", "C", "C", "H", "H", "H", "H", "H", "F", "C", "C", "C", "C", "C", "C", "H", "H", "H", "H", "H", "F", "C", "C", "C", "C", "C", "C", "H", "H", "H", "H", "H", "F", "C", "C", "C", "C", "C", "C", "H", "H", "H", "H", "H", "F", "C", "C", "C", "C", "C", "C", "H", "H", "H", "H", "H", "F", "C", "C", "C", "C", "C", "C", "H", "H", "H", "H", "H", "F", "C", "C", "C", "C", "C", "C", "H", "H", "H", "H", "H", "F", "C", "C", "C", "C", "C", "C", "H", "H", "H", "H", "H", "F", "C", "C", "C", "C", "C", "C", "H", "H", "H", "H", "H", "F", "C", "C", "C", "C", "C", "C", "H", "H", "H", "H", "H", "F", "C", "C", "C", "C", "C", "C", "H", "H", "H", "H", "H", "F", "C", "C", "C", "C", "C", "C", "H", "H", "H", "H", "H", "F", "C", "C", "C", "C", "C", "C", "H", "H", "H", "H", "H", "F", "C", "C", "C", "C", "C", "C", "H", "H", "H", "H", "H"], "xyz": [[-6.99606, -2.99235, -0.14822], [-6.54006, -2.17336, 0.82241], [-7.26614, -1.09556, 1.43110], [-6.53908, -0.19774, 2.20304], [-5.21428, -0.34673, 2.50691], [-4.51191, -1.42948, 2.01617], [-5.15487, -2.31699, 1.14499], [-8.31090, -0.99655, 1.17600], [-7.00432, 0.67121, 2.64449], [-4.71738, 0.36945, 3.14453], [-3.49599, -1.69542, 2.26835], [-4.64737, -3.17751, 0.73468], [1.77961, -6.82615, 2.46084], [2.18184, -8.06660, 2.20809], [3.29376, -8.50109, 2.95125], [3.73612, -9.79797, 2.90309], [3.10212, -10.65425, 2.01094], [1.99389, -10.24599, 1.28383], [1.49849, -8.90656, 1.36211], [3.81189, -7.83215, 3.62242], [4.53721, -10.12331, 3.55025], [3.34642, -11.70514, 1.96239], [1.63332, -10.99225, 0.59138], [0.72863, -8.46255, 0.74845], [-1.81214, 3.76191, 6.80841], [-1.10122, 4.89191, 6.72131], [-0.06506, 5.02434, 5.79568], [0.68654, 6.18729, 5.61051], [0.41670, 7.20436, 6.48078], [-0.50296, 7.08579, 7.54090], [-1.24043, 5.93601, 7.61567], [0.07382, 4.18364, 5.13209], [1.50723, 6.44382, 4.95703], [0.93904, 8.14950, 6.46448], [-0.56349, 7.90129, 8.24637], [-1.89229, 5.69954, 8.44364], [-5.07790, -1.06297, -5.65328], [-6.07937, -0.47042, -6.25514], [-7.14299, 0.09174, -5.44869], [-8.13186, 0.78511, -6.11495], [-8.17176, 0.92851, -7.49094], [-7.17134, 0.39812, -8.25346], [-6.11799, -0.30442, -7.64384], [-7.15142, 0.02438, -4.37081], [-8.83467, 1.32256, -5.49558], [-8.94631, 1.51148, -7.96698], [-7.21360, 0.54604, -9.32244], [-5.27521, -0.57938, -8.26069], [-0.27973, 2.45865, -1.57973], [0.06450, 1.39467, -0.84812], [1.01477, 1.49053, 0.20727], [1.58933, 0.33302, 0.74057], [1.07246, -0.90028, 0.30667], [0.14140, -0.95878, -0.74855], [-0.45167, 0.15297, -1.28969], [1.36583, 2.43086, 0.60595], [2.47674, 0.38499, 1.35393], [1.36894, -1.82368, 0.78189], [-0.34373, -1.82459, -1.17449], [-1.11468, 0.01705, -2.13132], [4.41365, 0.66453, 6.86198], [4.05393, 0.30177, 8.08939], [5.07884, -0.02229, 8.98219], [4.74291, -0.41077, 10.29319], [3.45200, -0.15474, 10.66157], [2.42112, -0.04787, 9.76499], [2.71610, 0.27295, 8.46818], [6.10792, -0.05091, 8.65574], [5.51626, -0.68632, 10.99490], [3.09411, -0.22153, 11.67835], [1.39313, -0.00679, 10.09355], [1.96143, 0.47415, 7.72226], [7.96220, -2.86249, -2.88425], [7.17073, -1.76686, -2.98370], [5.78988, -1.85416, -3.24326], [4.97569, -0.74416, -3.25352], [5.57182, 0.49170, -3.15403], [6.92743, 0.62963, -2.88513], [7.72824, -0.50861, -2.67196], [5.44217, -2.87088, -3.35176], [3.89635, -0.72101, -3.28314], [4.93421, 1.36293, -3.18247], [7.38921, 1.60387, -2.82161], [8.78739, -0.45729, -2.46713], [-0.53811, -6.18249, 9.36860], [-1.09838, -5.17533, 8.74712], [-2.24678, -4.54284, 9.17847], [-2.83121, -3.54469, 8.34586], [-2.12390, -3.06397, 7.27887], [-0.92588, -3.64254, 6.86583], [-0.44336, -4.69631, 7.61231], [-2.66092, -4.81883, 10.13698], [-3.73021, -3.10356, 8.75033], [-2.50240, -2.19366, 6.76341], [-0.37951, -3.33151, 5.98770], [0.48363, -5.11811, 7.25290], [6.49368, -4.05149, 6.18701], [7.26891, -3.63388, 5.19567], [8.65750, -3.86295, 5.36498], [9.54657, -3.44585, 4.31879], [9.00275, -2.79331, 3.24937], [7.65676, -2.52518, 3.09725], [6.77647, -3.01823, 4.08775], [9.07221, -4.25619, 6.28137], [10.61011, -3.52646, 4.48845], [9.65641, -2.36180, 2.50579], [7.41320, -1.88887, 2.25928], [5.74695, -2.69429, 4.12725], [-4.79996, 5.44457, 2.66862], [-5.41513, 5.10815, 1.53495], [-6.59689, 5.80311, 1.18172], [-7.18540, 5.60963, -0.07805], [-6.65572, 4.64177, -0.96280], [-5.55415, 3.96476, -0.58945], [-4.81896, 4.25192, 0.59365], [-7.01581, 6.44022, 1.94657], [-7.98952, 6.23271, -0.44077], [-7.04202, 4.47026, -1.95667], [-5.16996, 3.34462, -1.38583], [-3.88195, 3.76388, 0.81772], [3.14435, 9.32109, -2.38056], [3.65453, 8.55176, -1.38901], [3.88171, 7.19994, -1.60551], [4.50931, 6.44464, -0.58528], [4.70975, 7.05448, 0.69006], [4.39731, 8.44873, 0.90950], [3.91900, 9.16341, -0.15602], [3.70812, 6.79552, -2.59178], [4.69508, 5.38398, -0.66826], [5.01648, 6.37466, 1.47118], [4.47567, 8.89862, 1.88820], [3.69980, 10.18411, 0.12061], [0.85454, -4.52148, -5.01876], [0.27689, -5.72827, -4.70109], [-1.13540, -5.82709, -4.64198], [-1.65033, -7.07178, -4.20935], [-0.82966, -8.20164, -3.97811], [0.55166, -8.09984, -4.26180], [1.09911, -6.88438, -4.50008], [-1.88397, -5.07817, -4.85445], [-2.69974, -7.32554, -4.23683], [-1.15582, -9.19814, -3.71927], [1.17883, -8.97832, -4.22532], [2.17313, -6.78665, -4.55777], [-5.68288, 5.87835, -8.95427], [-4.52090, 6.05509, -8.30922], [-4.36050, 5.52868, -7.01120], [-3.15389, 5.73368, -6.34064], [-2.17808, 6.55826, -6.89809], [-2.28996, 7.16576, -8.13593], [-3.51703, 6.86203, -8.85447], [-5.15451, 4.99898, -6.50584], [-3.01957, 5.29107, -5.36470], [-1.42052, 6.78202, -6.16159], [-1.55391, 7.85170, -8.52853], [-3.64981, 7.29702, -9.83403], [-0.98502, -2.31191, -11.34483], [-1.03128, -1.19987, -10.59727], [-0.61485, -1.23795, -9.27362], [-0.78361, -0.12422, -8.46114], [-1.22118, 1.02875, -9.07589], [-1.59995, 1.05180, -10.39998], [-1.51227, -0.05049, -11.22085], [-0.12405, -2.09493, -8.83649], [-0.42057, -0.16550, -7.44483], [-1.57230, 1.79945, -8.40571], [-2.03801, 1.95383, -10.80103], [-1.77192, -0.10986, -12.26749]], "forces_ev_per_a": [[-0.61, 0.33, 0.65], [2.08, 1.77, 1.22], [0.90, -1.86, -1.70], [-0.93, 0.32, 0.30], [1.04, -0.25, 0.20], [-0.56, -1.21, -0.85], [-1.62, 0.09, 0.03], [-0.07, 0.27, 0.18], [-0.47, -0.01, -0.14], [-0.05, 0.09, 0.05], [0.16, 0.47, 0.14], [0.16, 0.02, -0.09], [-0.43, 0.81, -0.39], [1.14, -1.23, 1.03], [-0.13, 0.46, 0.28], [-0.33, -0.05, -0.58], [-0.76, -0.41, 0.37], [0.30, 1.06, -0.28], [0.93, -0.78, -0.15], [-0.25, 0.37, 0.00], [0.11, -0.03, -0.11], [0.33, -0.02, -0.08], [-0.61, 0.27, -0.09], [-0.31, -0.43, -0.02], [0.03, 0.18, 0.05], [2.27, 1.57, -0.71], [-0.39, -1.26, -1.43], [-0.58, 0.29, 1.12], [-0.56, 1.33, 1.72], [0.84, 0.00, -1.34], [-1.34, -1.19, 1.34], [0.19, -0.18, -0.13], [-0.15, -1.06, -0.63], [0.32, 0.00, -0.36], [-0.30, -0.16, 0.15], [-0.33, 0.48, 0.22], [1.03, -0.68, 0.38], [-3.00, 1.83, -0.29], [1.56, -0.79, -1.63], [-0.09, 0.35, 0.80], [-0.29, 0.31, 0.05], [0.49, -0.56, 0.25], [0.24, 0.31, 0.38], [0.21, -0.12, 0.01], [-0.37, -0.12, -0.05], [-0.14, 0.00, 0.09], [0.30, -0.12, -0.09], [0.10, -0.40, 0.12], [-0.21, 0.78, 0.43], [0.43, -1.38, 0.36], [-0.39, -0.11, -0.95], [-1.29, -0.71, -1.22], [-0.02, -0.01, -0.48], [-0.82, -0.18, 0.98], [1.77, 1.69, 0.41], [-0.09, 0.33, -0.49], [-0.32, 0.04, 0.49], [0.36, -0.06, -0.16], [0.71, -0.90, 0.57], [-0.15, 0.51, 0.05], [-0.09, 0.21, -0.83], [0.52, -0.21, 1.50], [-0.44, -0.90, 0.10], [0.70, 1.74, -1.18], [-1.26, -1.73, 1.86], [-0.30, 1.43, -0.37], [0.51, -0.25, -1.46], [0.00, 0.02, -0.21], [-0.03, 0.06, 0.08], [0.51, -0.30, 0.40], [-0.02, -0.08, 0.12], [-0.11, 0.00, -0.03], [-0.65, 0.31, -0.23], [-0.57, 1.93, 0.82], [1.18, -1.72, 0.32], [0.33, 0.44, 0.04], [0.28, 0.80, 0.48], [0.48, -0.84, 0.26], [-0.61, -0.64, -1.42], [-0.45, -0.03, -0.10], [-0.05, -0.72, -0.32], [0.09, 0.19, -0.14], [-0.08, 0.10, 0.16], [0.03, 0.17, 0.14], [0.33, -1.07, 1.14], [-0.19, 1.94, -1.55], [-0.25, -0.12, -0.63], [1.07, -0.89, 2.18], [-0.31, 0.74, -1.01], [-0.56, -0.35, 0.84], [0.49, -0.17, -0.63], [-0.33, -0.11, -0.08], [-0.11, 0.28, -0.42], [-0.14, -0.02, -0.25], [-0.08, 0.24, 0.04], [0.08, -0.46, 0.36], [-0.93, 0.00, 0.43], [3.07, -0.86, 0.26], [0.33, 0.81, -1.72], [-1.60, -0.65, 2.59], [0.45, 0.78, -1.29], [0.07, -0.82, 1.24], [-0.44, 1.66, -0.97], [-0.27, -0.22, 0.05], [0.04, -0.13, -0.24], [0.23, -0.11, -0.13], [-0.70, -0.17, 0.08], [-0.27, -0.29, -0.31], [0.10, -0.26, 0.33], [-0.54, 0.14, -2.51], [0.27, -0.74, -0.19], [0.66, -0.43, 0.09], [-1.28, 1.59, 0.81], [2.19, -0.19, 0.37], [-1.30, -0.12, 0.47], [-0.10, 0.34, -0.20], [-0.26, 0.01, 0.39], [-0.34, 0.14, 0.07], [0.56, -0.50, 0.42], [0.05, -0.02, -0.05], [0.10, -0.33, 0.20], [0.16, 0.09, 0.63], [1.06, 0.18, 0.29], [-0.97, 1.83, 1.43], [-0.62, 0.51, -1.15], [0.57, -3.19, -0.62], [-0.37, 0.35, 0.15], [-0.16, -0.10, 0.00], [0.07, 0.02, -0.29], [0.25, 0.33, 0.30], [0.18, -0.01, -0.02], [-0.26, 0.31, -0.91], [-0.37, -1.14, 0.32], [-0.72, -0.65, 0.03], [0.93, -1.40, 0.76], [0.98, -1.50, -0.40], [1.07, 0.98, -1.10], [-1.58, -0.58, 1.08], [0.00, 2.73, -0.77], [0.55, 0.49, -0.15], [-0.30, 0.70, 0.29], [-0.69, 0.19, 0.02], [0.08, -0.03, 0.17], [0.06, 0.21, -0.24], [0.08, -0.05, -0.15], [1.38, 0.69, 1.31], [0.35, 0.03, -0.46], [-1.08, 0.20, -1.12], [0.33, 0.16, 1.10], [-2.68, -1.35, -0.21], [1.21, 0.23, 0.42], [-0.15, -0.18, -0.27], [0.07, 0.13, 0.08], [0.74, 0.20, -0.53], [-0.06, -0.07, -0.06], [-0.19, -0.01, -0.09], [0.28, -0.45, -0.04], [-0.04, 0.39, -0.05], [0.13, -0.28, 0.18], [0.93, -0.37, -1.22], [-1.34, 0.13, 1.34], [-0.44, 0.74, -0.69], [0.63, -1.02, 0.88], [-0.24, -0.40, -0.31], [-0.30, 0.13, 0.14], [0.48, 0.68, -0.23], [0.05, 0.18, -0.01], [-0.16, 0.26, 0.03]]}